Computed, not measured: a molecular structure, C35H28N5NdO3PS, with ωB97M-V/def2-TZVPD.

```
! wB97M-V def2-TZVPD RIJCOSX def2/J DEFGRID3
* xyz 1 4
Nd -0.65135 1.16651 -0.89130
N -2.82805 5.38759 -1.87546
C -2.38440 4.21077 -1.39845
S -1.16446 3.43239 -2.38759
N -2.94156 3.82382 -0.26885
N -2.47669 2.61360 0.16841
C -3.03280 2.20337 1.24803
C -2.68223 0.93104 1.90967
C -3.27666 0.65115 3.13379
C -2.95532 -0.52614 3.78762
C -2.05386 -1.39312 3.19975
C -1.51132 -1.04439 1.97391
N -1.80891 0.08666 1.32710
H -2.46169 5.75956 -2.73113
H -3.53035 5.89154 -1.36049
H -3.80211 2.82536 1.69977
H -3.97707 1.35436 3.56269
H -3.40664 -0.75954 4.74327
H -1.76620 -2.32385 3.66780
H -0.80256 -1.70894 1.50028
O 1.45053 -0.28766 -4.38436
C 0.64137 -0.05849 -3.51935
O 0.84559 0.65080 -2.43655
C -0.76360 -0.62481 -3.62822
C -1.12654 -1.32178 -4.79935
C -2.39565 -1.80409 -4.89456
C -3.31306 -1.60917 -3.83595
C -4.65301 -2.06914 -3.89165
C -5.50175 -1.84552 -2.84954
C -5.04531 -1.15543 -1.70029
C -3.76036 -0.70543 -1.61980
C -2.86648 -0.92115 -2.69435
N -1.58627 -0.43755 -2.62021
H -0.38948 -1.43784 -5.57972
H -2.71816 -2.33665 -5.78160
H -4.99027 -2.59243 -4.77774
H -6.52581 -2.18955 -2.89901
H -5.72733 -0.97964 -0.87878
H -3.43440 -0.18110 -0.72903
O 0.98238 1.34505 0.60023
P 2.13258 0.38069 0.96505
C 1.95860 -0.08016 2.67826
C 2.52039 -1.26502 3.15821
C 2.35666 -1.62078 4.48723
C 1.63068 -0.79627 5.33882
C 1.07279 0.38249 4.86620
C 1.23397 0.74438 3.53590
C 3.70827 1.13168 0.68770
C 4.59605 1.35785 1.73711
C 5.80794 1.98872 1.48787
C 6.12128 2.39088 0.19956
C 5.23482 2.16891 -0.84997
C 4.02859 1.53563 -0.61381
C 2.06732 -1.11582 -0.01737
C 0.86874 -1.67651 -0.46427
C 0.85224 -2.84153 -1.20707
C 2.04955 -3.47971 -1.51485
C 3.24728 -2.93943 -1.08344
C 3.25782 -1.76051 -0.34763
H 3.07330 -1.92378 2.49915
H 2.79064 -2.54013 4.85711
H 1.49985 -1.07725 6.37600
H 0.51051 1.02226 5.53375
H 0.79059 1.65978 3.16459
H 4.34885 1.05219 2.74566
H 6.50157 2.16776 2.29820
H 7.06555 2.88380 0.00702
H 5.48617 2.48980 -1.85174
H 3.34029 1.36112 -1.43533
H -0.10513 -1.23402 -0.27058
H -0.08871 -3.24054 -1.56354
H 2.04165 -4.38623 -2.10541
H 4.18137 -3.42183 -1.33798
H 4.20978 -1.33860 -0.04938
*
```

The calculation puts the LUMO energy (alpha / beta) at -3.04 / -3.03 eV. The calculation puts the energy relative to the best compared isomer or geometry (same formula, charge and spin) at 0.0 kJ/mol.

Here are the Mulliken charges for atoms 1 to 6, given in e: atom 1 (Nd): 0.90, atom 2 (N): -0.38, atom 3 (C): 0.68, atom 4 (S): -0.46, atom 5 (N): -1.40, atom 6 (N): 0.92